# 1
Formula: C4H10NO2
Source: the OMol25 dataset
Level of theory: the ωB97M-V functional and the def2-TZVPD basis

Output
- total charge = +1

XYZ file:
```
17
Properties=species:S:1:pos:R:3:forces:R:3
O -0.9129 -1.3651 0.4246 1.568 -1.789 -2.306
C -0.2072 -1.9891 -0.4157 -0.247 2.157 2.003
O 1.0976 -1.6013 -0.5790 -0.575 -0.222 0.256
C -0.5680 -3.0686 -1.3661 0.603 -0.280 0.138
H 1.3680 -1.0317 0.1652 -0.128 -0.558 -0.178
H -0.1736 -2.7834 -2.3459 0.062 -0.194 0.135
H -1.6235 -3.1755 -1.4292 -0.844 -0.124 0.073
H -0.1107 -4.0360 -1.0600 -0.188 0.718 -0.161
C 0.2805 2.0704 1.3132 1.348 0.431 -0.127
C 0.0833 3.3793 1.2580 -0.474 -0.388 -0.269
N 0.0148 1.1720 0.1404 -1.392 2.364 -1.377
H 0.9492 1.6351 2.0761 -0.870 -0.165 -0.433
H 0.3716 4.0565 2.0591 0.028 -0.393 -0.069
H -0.4144 3.8386 0.4110 -0.068 0.014 0.015
H -0.3893 0.2524 0.3844 -0.404 -0.653 0.267
H -0.6120 1.6221 -0.6259 0.771 -0.684 1.970
H 0.8466 1.0243 -0.4102 0.811 -0.234 0.064
```
Forces are in eV/Å.

# 2
Formula: C4H9N3O
Source: the OMol25 dataset
Level of theory: the ωB97M-V functional and the def2-TZVPD basis

Output
- SMILES = [NH2+]=CNC(=[NH2+])/C=C/O
- total charge = +2

XYZ file:
```
17
Properties=species:S:1:pos:R:3:forces:R:3
N -1.1675 -1.7586 -2.0756 1.916 -0.746 2.937
C -0.3118 -1.2921 -1.1466 -0.584 2.451 -2.250
N 0.0472 0.0508 -0.9590 -2.256 -3.453 -1.788
C 0.9209 0.4617 0.0365 0.664 0.607 2.223
N 2.1786 0.4627 -0.3049 3.544 1.279 0.273
C 0.4818 0.8488 1.3265 -1.009 1.350 0.409
C -0.8800 0.8855 1.7300 1.992 -1.333 -1.274
O -1.0921 1.2994 2.9102 -3.512 0.787 1.315
H -1.2804 -2.7863 -1.9560 -0.180 0.963 -0.723
H -1.7927 -1.2793 -2.7162 0.204 0.322 0.145
H 0.2657 -2.0200 -0.5984 -0.283 -0.188 0.523
H -0.1252 0.6999 -1.7212 -0.292 0.119 0.131
H 2.9305 0.8726 0.3718 -1.903 -1.066 -1.484
H 2.5681 0.3035 -1.2717 -0.983 0.077 1.388
H 1.0978 1.4501 2.0801 -0.240 -1.358 -1.382
H -1.7214 0.4594 1.1837 0.138 0.260 -0.279
H -2.1195 1.3419 3.1108 2.785 -0.071 -0.164
```
Forces are in eV/Å.

# 3
Formula: C4H18N2O4
Source: the OMol25 dataset
Level of theory: the ωB97M-V functional and the def2-TZVPD basis

Output
- SMILES = NCC[C@@H](N)CO.O.O.O
- total charge = 0

XYZ file:
```
28
Properties=species:S:1:pos:R:3:forces:R:3
N 0.0471 -0.0152 -2.2130 0.229 0.084 -1.127
C 0.6073 -0.9419 -1.2352 0.664 -1.082 0.979
C 1.1032 -0.3255 0.1309 0.127 -1.075 -1.929
C 0.1442 -0.4060 1.2539 -1.632 1.636 1.379
N -0.4005 -1.7204 1.5197 0.198 0.517 -1.186
C 0.6182 0.4171 2.5085 1.738 -1.535 -0.448
O 0.0002 -0.1727 3.6478 -0.503 1.556 0.549
H 0.6890 0.0928 -2.9951 0.328 0.294 0.296
H -0.7331 -0.4219 -2.7259 -0.186 -0.184 0.542
H -0.0774 -1.7845 -1.1063 -0.085 0.310 0.539
H 1.5063 -1.4920 -1.5453 -0.121 0.431 -0.845
H 2.0083 -0.9129 0.3515 -0.057 0.445 0.284
H 1.3668 0.6946 -0.1276 0.271 0.261 0.443
H -0.7355 0.2290 1.0047 0.116 -0.652 -0.458
H 0.1811 -2.4271 1.9386 -0.082 0.283 0.414
H -1.3279 -1.5980 1.8791 0.037 -0.685 0.531
H 1.7085 0.3039 2.6548 -0.078 -0.095 -0.212
H 0.5064 1.4863 2.2909 -0.709 -0.086 0.504
H -0.0234 0.4927 4.3656 0.040 -0.603 -0.567
O -2.6330 -2.0993 -0.8787 -1.083 0.029 -0.150
H -2.3202 -3.0033 -0.9917 0.474 0.463 0.076
H -1.9260 -1.4546 -0.9199 0.389 -0.470 0.154
O 1.7197 3.0134 -1.4588 0.623 0.896 0.117
H 0.9665 3.3793 -0.9599 0.127 -1.104 -0.588
H 1.6480 2.0868 -1.7005 -0.844 0.215 0.385
O -1.3802 2.5057 -1.4757 -0.059 0.648 0.201
H -2.2026 2.1976 -1.0754 0.283 -0.219 -0.402
H -1.0611 1.8760 -2.1368 -0.205 -0.279 0.518
```
Forces are in eV/Å.

# 4
Formula: CH6N2O
Source: the OMol25 dataset
Level of theory: the ωB97M-V functional and the def2-TZVPD basis

Output
- total charge = 0

XYZ file:
```
10
Properties=species:S:1:pos:R:3:forces:R:3
C -0.6230 -0.5101 -0.3012 -1.534 -2.899 0.372
N 1.5525 -0.8630 -0.8388 2.800 0.677 -1.439
N 0.4813 -0.1861 -0.8887 -2.270 1.006 0.570
O -0.4355 1.2956 1.6853 -1.146 -0.413 1.816
H -0.6544 -1.5260 0.0790 0.684 -0.025 0.382
H -1.6568 -0.2623 -0.3297 -0.228 1.845 -0.885
H -0.9165 1.5464 0.9217 -0.720 0.338 -0.975
H 1.3617 -1.8048 -0.5454 -0.448 -0.253 0.421
H 0.4484 0.7619 -1.3039 0.948 -0.761 -0.013
H 0.4423 1.5485 1.5217 1.913 0.483 -0.252
```
Forces are in eV/Å.

# 5
Formula: C11H16N
Source: the OMol25 dataset
Level of theory: the ωB97M-V functional and the def2-TZVPD basis

Output
- SMILES = C[C@H]1c2ccccc2C[N+]1(C)C
- total charge = +1

XYZ file:
```
28
Properties=species:S:1:pos:R:3:forces:R:3
C 1.0697 -2.2412 -0.1074 1.387 1.733 3.044
C 0.6134 -0.8341 -0.5200 -1.810 -0.650 1.499
C -0.9037 -0.5101 -0.1359 1.342 -0.686 -1.063
C -2.0123 -1.3871 -0.1391 1.902 -1.770 0.850
C -3.2626 -0.8683 0.1249 2.191 1.811 -0.528
C -3.3657 0.5416 0.1994 -2.392 0.572 -1.309
C -2.3103 1.4497 0.0045 -0.868 -0.827 -0.190
C -1.0325 0.8561 -0.1022 -0.628 1.322 0.346
C 0.3110 1.4957 -0.4075 -1.409 -0.172 2.707
N 1.3256 0.4827 -0.0643 -1.688 -0.026 2.711
C 1.4681 0.5640 1.4410 -3.102 -1.905 1.338
C 2.5961 0.9102 -0.5609 3.154 -2.900 -1.876
H 0.9181 -2.4080 1.0420 0.118 0.033 -2.294
H 2.1187 -2.3710 -0.3297 0.734 0.294 0.324
H 0.7177 -3.0303 -0.7110 -1.504 -0.600 -0.576
H 0.7300 -0.7167 -1.5476 -0.030 -0.069 -2.099
H -1.8284 -2.5328 -0.2170 -0.452 2.214 -0.036
H -4.0507 -1.5424 0.0626 -1.677 -0.617 0.301
H -4.4344 0.9714 0.0914 1.877 -0.694 0.695
H -2.6681 2.4876 -0.2292 1.209 -0.894 0.613
H 0.2992 1.6763 -1.3891 0.418 0.380 -4.231
H 0.6151 2.4339 0.0204 -0.319 0.349 0.711
H 2.3846 0.0739 1.7029 0.289 -0.155 0.388
H 1.3431 1.5581 1.8721 0.612 0.192 -0.690
H 0.5296 0.0279 1.9119 2.062 0.648 -0.940
H 3.4048 0.0762 -0.2364 -1.737 2.046 -0.997
H 2.5581 1.0005 -1.6861 0.225 -0.063 1.241
H 2.8660 1.8363 -0.0897 0.099 0.432 0.059
```
Forces are in eV/Å.

It is found that the highest occupied orbital energy values, taken in the order of the records, are -15.15, -17.81, -9.06, -7.74, -12.86 eV.
It is found that the relative energy (zero: lowest compared OMol25 entry of this formula, charge and spin) values, taken in the order of the records, are 1.5935, 0.0000, 1.1495, 4.0293, 1.0143 eV.
It is found that the orbital gap values, taken in the order of the records, are 11.6, 9.0, 9.6, 8.4, 10.3 eV.